{
  "formula": "C5H6N",
  "method": "ωB97M-V/def2-TZVPD",
  "species": ["C", "C", "C", "C", "N", "C", "H", "H", "H", "H", "H", "H"],
  "xyz": [[0.74779, -1.40773, 2.16005], [0.65263, -1.12963, 0.97338], [0.21530, -0.94219, -0.46704], [-0.20003, 0.22307, -0.94701], [-0.56878, 1.04097, -1.62292], [-0.52692, 1.38310, -0.19664], [0.81315, -1.83715, 3.11295], [-0.71404, -1.47638, -0.36218], [0.67985, -1.25026, -1.42325], [-0.84249, 1.30859, -2.54658], [-1.55335, 1.36927, 0.26054], [0.41794, 1.89649, 0.02696]],
  "total_charge": 1,
  "smiles": "C#CCC1=[NH+]C1",
  "homo_lumo_gap_ha": 0.3874
}

{
  "formula": "C5H6N",
  "method": "ωB97M-V/def2-TZVPD",
  "species": ["C", "C", "C", "C", "N", "C", "H", "H", "H", "H", "H", "H"],
  "xyz": [[-1.59518, -1.24944, -0.31640], [-1.15978, -0.60894, -1.27423], [-0.43924, 0.54855, -1.64787], [0.37407, 1.04468, -0.73109], [0.46175, 0.64657, 0.69216], [0.82498, -0.54212, 1.10024], [-1.76841, -2.10315, 0.28648], [-0.44246, 1.05007, -2.57850], [0.74824, 2.00995, -1.03562], [0.32985, 1.50256, 1.28756], [0.84883, -0.66026, 2.21157], [1.21246, -1.28226, 0.38385]],
  "total_charge": 1,
  "smiles": "C#C/C=C\\[NH+]=C",
  "homo_lumo_gap_ha": 0.3072
}

{
  "formula": "C5H6N",
  "method": "ωB97M-V/def2-TZVPD",
  "species": ["C", "C", "C", "C", "C", "N", "H", "H", "H", "H", "H", "H"],
  "xyz": [[0.53259, 0.60455, 2.83238], [0.06669, -1.21073, -0.89007], [-1.03094, -0.20073, -0.86737], [0.56547, 0.15902, -1.20709], [-0.30388, 0.89499, -0.40364], [0.21873, 0.35201, 1.76775], [0.80084, 0.81905, 3.83270], [0.35748, -1.57489, 0.09134], [0.07716, -1.98108, -1.65513], [-1.99130, -0.24544, -1.35271], [1.18250, 0.47264, -2.03234], [-0.47535, 1.91062, -0.11583]],
  "total_charge": 1,
  "homo_lumo_gap_ha": 0.4375
}

{
  "formula": "C5H6N",
  "method": "ωB97M-V/def2-TZVPD",
  "species": ["C", "C", "C", "C", "N", "C", "H", "H", "H", "H", "H", "H"],
  "xyz": [[-0.50835, 0.09447, 0.89693], [0.16386, 1.26923, 0.84688], [0.50218, 1.80748, -0.44453], [0.25597, 0.87132, -1.37485], [0.05186, -0.31615, -1.04423], [0.11521, -1.52441, -1.39920], [-0.44539, -0.47597, 1.81578], [-1.40730, -0.13101, 0.34368], [0.59666, 1.74088, 1.71527], [0.87795, 2.80168, -0.60229], [-0.25967, -2.29548, -0.74315], [0.58964, -1.82867, -2.33038]],
  "total_charge": 1,
  "smiles": "C=CC=C=[N+]=C",
  "homo_lumo_gap_ha": [0.2961, 0.2961]
}